[1]
Density functional theory data (ωB97M-V with the def2-TZVPD basis set) for a structure of composition C22H35Cl3N3O6Sc at a distorted geometry.

Positions of all 70 atoms, in Å:
O  0.18701  0.18483  -1.74471
C  -0.40499  0.27877  -2.99150
C  -0.09786  1.63425  -3.65150
C  0.48095  2.69265  -2.94317
H  0.71013  2.55551  -1.88813
C  0.75064  3.90329  -3.58657
H  1.27366  4.69108  -3.03221
C  0.32986  4.10214  -4.90430
H  0.49808  5.06510  -5.38899
C  -0.31262  3.06768  -5.60087
H  -0.66352  3.22526  -6.62684
C  -0.49822  1.83656  -4.97874
H  -0.97460  1.01164  -5.50895
H  -0.02855  -0.51671  -3.67101
C  -2.35813  -1.39789  -2.59060
C  -1.92179  0.01900  -2.84788
H  -3.44624  -1.48691  -2.74774
H  -2.17093  -1.66413  -1.53972
H  -1.81088  -2.11840  -3.21984
C  -2.72169  1.08334  -2.66323
C  -4.13021  1.04382  -2.18994
H  -2.30908  2.09186  -2.76115
H  -4.81463  1.46180  -2.93949
H  -4.20096  1.66214  -1.28820
H  -4.45685  0.02773  -1.92832
Sc  -0.06106  -0.10819  0.20764
Cl  -2.44816  0.25044  0.42627
C  -0.96283  0.16449  2.98232
O  -0.31225  -0.68360  2.30015
N  -1.28222  0.00143  4.26217
C  -0.69505  -1.10532  5.00167
C  -1.98292  1.05806  4.99220
H  -1.29354  1.10715  2.50591
H  -0.11994  -1.69538  4.28794
H  -1.46543  -1.73191  5.45710
H  -0.03887  -0.73019  5.79312
H  -2.14804  1.88940  4.29231
H  -1.38420  1.41442  5.84517
H  -2.96361  0.72131  5.35987
H  4.89220  1.83827  -2.06385
H  4.84757  2.20414  0.53383
C  3.79936  1.77989  -1.95587
C  3.76530  2.01003  0.51519
N  3.45136  1.21268  -0.66281
H  3.39167  1.12324  -2.73307
C  2.89233  -0.00596  -0.62422
O  2.21597  -0.47345  0.32338
H  3.45841  1.49285  1.42595
H  3.06472  -0.59235  -1.55042
H  3.37040  2.78673  -2.06374
H  3.25795  2.98355  0.45622
H  -0.01397  -5.42811  0.54158
H  2.10148  -5.61032  -1.08917
C  -0.45786  -4.91287  -0.32009
C  1.58135  -4.90508  -1.75305
N  0.56220  -4.15257  -1.03387
H  -1.22543  -4.21996  0.02663
C  0.69245  -2.84760  -0.82658
O  -0.10385  -2.21346  -0.07765
H  2.31472  -4.20204  -2.16546
H  1.53355  -2.34949  -1.34844
H  -0.87606  -5.65643  -1.00286
H  1.13180  -5.47539  -2.57541
Cl  1.68288  1.88521  3.43756
C  1.00338  3.30943  2.62436
Cl  2.13228  4.68216  2.61877
C  0.47671  3.00000  1.17491
O  0.06647  3.96220  0.53351
O  0.54223  1.75761  0.78562
H  0.11464  3.61049  3.19292

Properties
multiplicity = 1
highest occupied orbital energy = -7.7 eV
orbital gap = 7.83 eV

[2]
Density functional theory data (ωB97M-V with the def2-TZVPD basis set) for a structure of composition C22H35IN4ORuSe2 at a distorted geometry.

Positions of all 66 atoms, in Å:
Ru  0.20018  0.33417  -0.31863
C  4.28658  0.37147  -0.89873
Se  2.67208  0.11757  -1.95573
C  2.74008  1.81607  -2.97693
C  2.28298  3.03557  -2.20453
Se  0.44198  2.87937  -1.46713
C  0.49348  4.44577  -0.32843
H  4.40908  -0.48863  -0.24413
H  4.23178  1.28657  -0.31073
H  5.13348  0.41837  -1.58153
H  2.13448  1.65537  -3.87203
H  3.78228  1.94217  -3.28133
H  2.26858  3.90207  -2.87293
H  2.94098  3.25797  -1.36073
H  0.56708  5.33027  -0.95903
H  1.34848  4.40037  0.34277
H  -0.43642  4.48657  0.23577
C  -3.19332  1.24917  -3.76763
N  -2.55562  0.31547  -2.86803
C  -1.23362  -0.11153  -3.23473
C  -2.96022  0.14037  -1.57533
N  -2.04402  -0.00623  -0.64553
N  -4.28762  0.09737  -1.29943
C  -4.76892  0.21447  0.05717
C  -5.29532  -0.31483  -2.24643
H  -2.47202  2.01747  -4.06123
H  -4.04152  1.74307  -3.30243
H  -3.52842  0.75397  -4.68223
H  -1.18032  -0.20833  -4.31863
H  -1.00672  -1.07883  -2.77463
H  -0.46262  0.62097  -2.91633
H  -2.44452  -0.27073  0.25447
H  -4.13552  0.87687  0.64627
H  -4.83642  -0.76443  0.54317
H  -5.77442  0.63547  0.03697
H  -4.86582  -0.62433  -3.19353
H  -6.02042  0.48607  -2.41263
H  -5.84642  -1.16233  -1.82653
C  0.69208  -4.22713  -0.32203
C  1.08198  -2.85113  0.09067
O  0.79618  -1.89723  -0.64633
C  1.80108  -2.65273  1.35567
C  2.01218  -3.68023  2.28357
C  2.68238  -3.41633  3.46447
C  3.15898  -2.14493  3.74207
C  2.97688  -1.12163  2.81797
C  2.29928  -1.37433  1.64737
H  0.20978  -4.20303  -1.29623
H  0.00508  -4.65353  0.40787
H  1.56458  -4.87623  -0.37673
H  1.65698  -4.67943  2.08907
H  2.85318  -4.21783  4.16477
H  3.67938  -1.94833  4.66857
H  3.38458  -0.14213  3.01487
H  2.17608  -0.56683  0.91237
I  -1.00442  -2.43593  4.84367
C  -0.37032  -0.61733  3.97397
C  0.13408  0.42387  4.74747
C  0.55748  1.57497  4.10457
C  0.48338  1.64807  2.72187
N  -0.01782  0.65877  1.98767
C  -0.44422  -0.44663  2.59477
H  0.19398  0.34117  5.82207
H  0.94068  2.40887  4.66957
H  0.82148  2.52737  2.18527
H  -0.86862  -1.23053  1.97247

Properties
multiplicity = 2
net charge = +3
highest occupied orbital energy (alpha / beta) = -16.6 / -16.6 eV
orbital gap (alpha / beta) = 4.96 / 5.42 eV
⟨S²⟩ = 0.960

[3]
Density functional theory data (ωB97M-V with the def2-TZVPD basis set) for a structure of composition C22H35IrO4Se2Si2Te3 at a distorted geometry.

Positions of all 69 atoms, in Å:
Ir  1.35329  -1.08534  1.61606
Se  0.02852  -2.86097  2.51438
Te  1.34621  -1.84630  4.30097
Te  3.74271  -2.95602  3.69519
Se  3.57198  -1.94253  1.39354
O  -1.65389  -0.28821  0.95910
C  -1.93495  0.80169  1.83685
C  -0.57621  1.36483  2.33309
O  -0.41432  2.57018  2.40871
O  0.31798  0.50516  2.73573
C  -2.71265  0.28969  3.05357
C  -3.89044  -0.42044  2.83115
C  -4.63631  -0.91372  3.89054
C  -4.21240  -0.69792  5.19567
C  -3.04976  0.02131  5.42606
C  -2.30440  0.51539  4.36186
C  -2.72245  1.87968  1.09365
C  -3.43749  2.84466  1.79592
C  -4.13412  3.83567  1.12459
C  -4.11904  3.88167  -0.26555
C  -3.40361  2.92687  -0.97084
C  -2.70915  1.93022  -0.29275
H  -2.29633  -0.98611  1.11852
H  -4.24749  -0.57325  1.81625
H  -5.55182  -1.45860  3.69783
H  -4.79237  -1.07867  6.02676
H  -2.71545  0.20040  6.44029
H  -1.40374  1.08287  4.56094
H  -3.44614  2.82297  2.87885
H  -4.68951  4.57616  1.68675
H  -4.66107  4.65781  -0.79132
H  -3.37976  2.95495  -2.05375
H  -2.15699  1.18499  -0.84745
O  2.51417  1.13727  1.41311
H  3.43046  1.12120  1.71589
H  1.97080  1.59259  2.08337
C  2.31954  3.20841  -1.53569
Si  2.79492  1.80437  -2.64619
C  4.45547  2.11880  -3.40885
C  1.51188  1.59997  -3.97896
C  2.86216  0.18782  -1.67373
Te  0.98393  -0.23393  -0.76599
C  0.40365  -1.77946  -2.10462
Si  1.29535  -3.44394  -2.18303
C  0.79160  -4.47263  -0.73331
C  0.71003  -4.23305  -3.76363
C  3.14335  -3.29703  -2.22197
H  2.09810  4.10085  -2.12748
H  3.12640  3.45558  -0.84058
H  1.43425  2.98379  -0.93528
H  4.43301  3.04814  -3.98606
H  4.75047  1.31277  -4.08627
H  5.23304  2.21950  -2.64688
H  1.45755  2.49911  -4.59835
H  0.51614  1.43532  -3.55579
H  1.74180  0.75557  -4.63590
H  3.59937  0.22167  -0.86836
H  3.08585  -0.65727  -2.32681
H  0.41232  -1.29425  -3.08597
H  -0.64058  -1.97120  -1.83861
H  -0.29213  -4.61716  -0.68792
H  1.11021  -3.99785  0.19675
H  1.26515  -5.45773  -0.77728
H  -0.38070  -4.31138  -3.78894
H  1.11844  -5.24275  -3.86732
H  1.02365  -3.65699  -4.63944
H  3.52900  -2.75583  -1.35625
H  3.51512  -2.81428  -3.13037
H  3.56740  -4.30508  -2.18447

Properties
multiplicity = 1
highest occupied orbital energy = -7.2 eV
orbital gap = 6.13 eV

[4]
Density functional theory data (ωB97M-V with the def2-TZVPD basis set) for a cluster of 2 separate species, C22H35N2O4 in total at a distorted geometry.

Positions of all 63 atoms, in Å:
C  3.91033  2.28137  4.13173
C  3.04961  2.02302  3.29513
C  2.19021  1.85146  1.97912
C  2.08646  0.35703  1.50812
N  3.12119  -0.56297  1.80572
C  3.10445  -1.90803  1.37978
C  4.25531  -2.95356  1.70027
C  3.88339  -3.99953  2.62773
C  1.96033  -2.46368  0.55816
C  0.80540  -1.55816  0.23448
C  -0.36298  -2.16639  -0.61581
O  -0.07794  -2.70227  -1.68439
O  -1.68552  -2.17177  -0.20990
C  0.87557  -0.12011  0.72647
C  -0.36939  0.81095  0.37283
O  -1.48513  0.31460  1.14044
C  -1.38272  0.67980  2.52925
C  -1.25991  -0.59780  3.50738
O  -1.53853  -0.11899  4.84099
C  -0.32393  -0.06700  5.62959
C  -0.46793  0.89329  6.89944
H  4.67838  2.80503  4.77049
H  1.20327  2.35552  2.18193
H  2.68882  2.42575  1.12469
H  3.93761  -0.23937  2.34563
H  5.26564  -2.89354  1.20402
H  3.49971  -4.98036  2.20489
H  3.94427  -3.84813  3.74753
H  1.95789  -3.53236  0.19060
H  -2.23049  -2.34991  -1.01367
H  -0.63007  0.60539  -0.71813
H  -0.17318  1.91350  0.52098
H  -0.49142  1.33431  2.77450
H  -2.30154  1.25061  2.89267
H  -0.19549  -0.99271  3.43225
H  -1.99418  -1.40283  3.18804
H  0.56623  0.27855  5.01976
H  -0.15218  -1.12076  6.02243
H  0.45478  1.54283  7.05358
H  -1.34636  1.60151  6.79905
H  -0.58516  0.27450  7.83551
C  -3.51069  1.41264  -3.07166
C  -2.85913  1.53124  -4.44411
N  -1.40684  1.42694  -4.40746
C  -0.76178  1.84906  -5.64710
C  -1.05016  1.03696  -6.90921
C  -0.86349  0.22146  -3.79942
C  -1.29082  -1.12786  -4.37780
H  -3.07720  2.12609  -2.36609
H  -4.57938  1.62595  -3.14820
H  -3.40864  0.40658  -2.65671
H  -3.13103  2.51376  -4.84202
H  -3.30531  0.78699  -5.11639
H  0.32226  1.89145  -5.49456
H  -1.05446  2.88763  -5.84074
H  -0.54243  0.07247  -6.89431
H  -0.67592  1.57693  -7.78328
H  -2.11794  0.87117  -7.06208
H  -1.12838  0.22856  -2.73401
H  0.23063  0.27450  -3.80319
H  -2.37052  -1.19609  -4.52867
H  -1.01041  -1.92471  -3.68358
H  -0.79314  -1.34050  -5.32265

Properties
multiplicity = 1
net charge = +1
highest occupied orbital energy = -10.0 eV
orbital gap = 4.75 eV

E_tot for the records above, in order: -98411.52626; -172736.96116; -202742.02083; -34534.97800 eV